[1]
18
Properties=species:S:1:pos:R:3:lowdin_charge:R:1 method="wB97M-V/def2-TZVPD" lumo_ha=0.033 smiles=CSC(C)(C)C multiplicity=1 total_charge=0 e_homo_ha=-0.310 largest_force_ha_per_bohr=0.04707 e_above_lowest_kj_mol=6.9
S 1.19275 -0.29273 -0.22326 0.857
C -0.78843 0.99543 1.16878 -0.130
C -1.49176 -0.71359 -0.59520 -0.109
C -0.50031 0.39180 -0.19450 -0.876
C -0.53182 1.53587 -1.20977 -0.122
C 1.15275 -1.53954 1.03825 -0.451
H -1.26669 -1.10054 -1.55620 0.055
H -2.50949 -0.23387 -0.66612 0.096
H 0.48122 -2.42476 0.82957 0.047
H -0.32196 1.26760 -2.18668 0.049
H 0.80531 -1.14651 2.03163 0.041
H -0.12536 1.82576 1.45745 0.086
H -1.80919 1.40113 1.22484 0.086
H -0.71001 0.31143 2.04008 0.071
H 2.16753 -1.93134 1.17224 0.029
H 0.16602 2.27323 -0.89409 0.065
H -1.53868 2.00873 -1.30454 0.105
H -1.46536 -1.58688 0.17870 0.101

***

[2]
28
Properties=species:S:1:pos:R:3:lowdin_charge:R:1 method="wB97M-V/def2-TZVPD" lumo_ha=0.089 multiplicity=1 total_charge=-1 e_homo_ha=-0.160 largest_force_ha_per_bohr=0.00437 e_above_lowest_kj_mol=40.8
Zn 0.32369 0.05102 0.14144 0.295
S -0.08903 -2.19751 -0.12206 0.594
S 0.20223 1.90902 2.20331 0.771
S 2.16896 0.18179 -1.20474 0.591
O 0.66869 0.47737 2.18120 -0.518
O -1.01263 1.91055 3.30094 -0.409
O -0.48134 2.06306 0.87012 -0.513
O -1.24882 0.60849 -1.53026 -0.032
N 0.79623 -4.58053 -2.75085 0.135
N -3.36546 0.85111 -0.76014 0.017
N 3.38209 -1.88900 -3.96719 0.137
N -2.14184 2.69677 -1.46920 0.157
C 0.89982 -3.57174 -2.20585 -0.310
C 2.70433 -1.68452 -3.05989 -0.309
C 1.88236 -1.38962 -1.91686 -0.753
C -3.45758 -0.53799 -0.35573 -0.082
C -2.00567 0.89970 3.13883 -0.141
C 0.99007 -2.32593 -1.49287 -0.747
C -2.18632 1.34094 -1.23659 -0.635
H -3.11504 -0.69721 0.67115 0.068
H -1.60234 -0.07740 3.40474 0.084
H -2.70307 3.27246 -0.86324 0.091
H -1.18494 3.01102 -1.52612 0.102
H -2.36929 0.88122 2.10907 0.051
H -2.82167 1.16271 3.81008 0.084
H -2.82374 -1.13516 -1.00617 0.064
H -4.02577 1.50418 -0.37540 0.127
H -4.49130 -0.87060 -0.44630 0.080

***

[3]
67
Properties=species:S:1:pos:R:3:lowdin_charge:R:1 method="wB97M-V/def2-TZVPD" lumo_ha="0.085 / 0.065" multiplicity=3 total_charge=-1 e_homo_ha="-0.107 / -0.106" largest_force_ha_per_bohr=0.06706
Ni 0.64621 0.41125 1.58701 -0.157
Cl 2.57857 1.32572 1.88301 0.131
Cl -0.47627 -0.09003 3.39905 0.058
S -0.67124 -0.23711 -0.01304 0.809
O -0.86644 3.56045 0.11887 -0.002
O 0.76173 -2.82616 -2.23184 -0.250
O 1.37754 2.10256 -1.68221 -0.013
N 1.86852 0.89940 -3.57378 -0.195
N -2.62151 1.14244 1.21374 0.030
N -2.66766 1.16158 -1.09507 0.036
N 0.22297 3.89093 2.09974 -0.179
C 1.63548 -2.50547 1.37071 -0.184
C 2.55893 -2.11036 2.47317 -0.142
C -3.70870 2.11468 1.34788 -0.162
C -3.48957 2.37806 -1.09206 -0.171
C -1.57677 -6.04800 0.86579 -0.132
C -4.47535 2.26702 0.04817 -0.170
C -1.02189 -3.77823 0.22760 -0.065
C -2.08770 0.76327 0.04951 -0.671
C 0.56354 3.38486 3.41300 -0.110
C 1.10625 -3.23776 -1.04472 -0.540
C 1.37222 0.01161 -4.61851 -0.057
C -1.88117 -4.68001 0.87550 -0.096
C 0.19067 5.33463 1.98583 -0.048
C 0.37532 -5.61041 -0.50404 -0.044
C 2.70596 -1.23274 -0.50654 -0.100
C -0.45852 -6.51696 0.16052 -0.113
C 1.72532 -2.19227 0.06174 -0.273
C -0.21670 3.14226 1.07415 -0.349
C 1.12885 1.18860 -2.46305 -0.360
C 0.12295 -4.24202 -0.41146 -0.178
C 2.95973 1.78948 -3.93087 -0.063
H -3.27739 3.09089 1.62269 0.120
H 1.23657 -5.94497 -1.08718 0.106
H 3.46741 2.12422 -3.02062 0.087
H -4.34778 1.78654 2.17412 0.123
H -3.97514 2.45526 -2.06964 0.123
H 2.85081 -3.00543 3.03759 0.071
H 0.92916 -0.88536 -4.16635 0.081
H -5.08743 3.17081 0.09622 0.116
H 2.05919 -1.43426 3.17829 0.013
H 2.59519 2.67136 -4.48282 0.088
H -0.02290 5.61381 0.95490 0.085
H 0.84048 -3.16986 1.70458 0.095
H 2.61794 -0.23527 -0.03610 -0.014
H 2.00962 -3.77483 -1.36709 0.112
H 0.08108 2.03784 1.14956 0.010
H -0.24188 -7.58841 0.12046 0.086
H -0.20125 3.66846 4.14841 0.091
H 3.73817 -1.57536 -0.31148 0.089
H 1.15921 5.73877 2.30099 0.090
H -2.22706 -6.75925 1.38094 0.082
H 0.61661 0.51263 -5.24574 0.080
H 2.56087 -1.13377 -1.58629 0.063
H 0.28155 0.48153 -2.31746 0.081
H -2.15107 0.95947 -1.94709 0.133
H -2.84029 3.24961 -0.92809 0.107
H 2.21769 -0.26782 -5.25661 0.079
H 3.64933 1.23349 -4.57758 0.079
H 1.52946 3.79975 3.72123 0.086
H -2.14855 0.79617 2.06089 0.023
H 3.46087 -1.61472 2.10251 0.053
H -0.57028 5.75564 2.65578 0.087
H -5.13514 1.40431 -0.10413 0.121
H -2.77483 -4.31342 1.38145 0.089
H 0.64470 2.29538 3.39408 -0.026
H -1.22615 -2.70448 0.23182 0.049

***

[4]
64
Properties=species:S:1:pos:R:3:lowdin_charge:R:1 method="wB97M-V/def2-TZVPD" lumo_ha="-0.392 / -0.361" multiplicity=2 total_charge=+3 e_homo_ha="-0.622 / -0.622" largest_force_ha_per_bohr=0.01968
Sb -1.32186 2.89912 0.99340 1.510
Cr 0.37963 0.24397 -0.14817 -0.271
S -1.05024 -1.56585 -0.78436 0.964
S 2.66420 -0.31312 -0.01398 0.921
S 0.84109 0.39630 -2.48579 0.945
S 0.95430 2.22938 0.64066 0.333
S 0.17971 -0.79078 2.00221 0.914
C -2.48955 1.29140 -2.79583 -0.084
C -0.14729 6.86259 -0.05746 -0.039
C -3.85127 0.08498 -1.18947 -0.061
C -0.50906 -2.05512 -2.45014 -0.393
C -2.54989 5.56963 0.60728 -0.101
C -0.88160 3.12768 3.87091 -0.110
C -2.70264 1.57282 3.35745 -0.112
C -0.38755 -2.90049 0.24488 -0.425
C 2.77287 -1.55163 1.29721 -0.413
C -2.90420 1.37896 4.71844 -0.043
C -1.33299 4.88589 0.53295 -0.386
C -1.82005 1.93399 -1.76083 -0.161
C -2.10717 2.04670 5.64504 -0.024
C -1.09956 2.91521 5.22745 -0.035
C 2.90237 -1.25570 -1.53090 -0.425
C -0.12552 5.50157 0.20733 -0.126
C -1.68611 2.44252 2.95453 -0.390
C -0.26744 -0.80251 -3.26724 -0.435
C -2.17870 1.64866 -0.42994 -0.401
C -3.50913 0.37971 -2.50854 -0.026
C 1.90519 -1.08252 2.44768 -0.442
C -1.34667 7.56795 0.00809 -0.018
C -0.47001 -2.46333 1.69639 -0.421
C 2.49462 -0.34137 -2.67328 -0.422
C -3.19815 0.72381 -0.14461 -0.128
C -2.54279 6.92719 0.33516 -0.037
H -3.50277 0.51632 0.87236 0.090
H 2.52179 -0.86192 -3.62822 0.114
H 3.16501 0.51234 -2.74426 0.102
H -3.48206 5.07590 0.87061 0.115
H 0.12965 -1.04292 -4.25189 0.118
H 0.07063 -3.15477 2.33919 0.114
H -1.35060 8.63374 -0.19524 0.129
H -0.10768 3.81981 3.55203 0.111
H -3.46963 7.48681 0.38334 0.128
H -1.50221 -2.42993 2.04446 0.100
H -4.06236 -0.08335 -3.32245 0.138
H -1.06101 2.67541 -1.99144 0.111
H 0.77482 7.37289 -0.31336 0.126
H 3.80969 -1.60274 1.61523 0.113
H 3.95587 -1.51593 -1.61618 0.118
H -2.28288 1.90020 6.70689 0.129
H 1.91467 -1.79558 3.26965 0.114
H -4.65452 -0.61680 -0.97592 0.135
H 2.48394 -2.52848 0.91165 0.092
H 0.80665 4.95739 0.15900 0.067
H -3.69856 0.71946 5.05644 0.126
H -1.19107 -0.24394 -3.41183 0.039
H 2.31960 -2.17307 -1.48775 0.078
H 0.36969 -2.68715 -2.35927 0.089
H -3.34567 1.07120 2.64858 0.079
H -0.49306 3.44187 5.95875 0.128
H -0.98505 -3.79294 0.08170 0.115
H -1.30840 -2.64024 -2.90018 0.113
H 0.62942 -3.10153 -0.07271 0.072
H -2.24098 1.52867 -3.82847 0.140
H 2.24531 -0.12315 2.83499 0.099

***

[5]
21
Properties=species:S:1:pos:R:3:lowdin_charge:R:1 method="wB97M-V/def2-TZVPD" lumo_ha=0.032 smiles="C=CCN.C=CCO" multiplicity=1 total_charge=0 e_homo_ha=-0.341 largest_force_ha_per_bohr=0.01465 e_above_lowest_kj_mol=270.5
O -0.05489 -1.86863 -3.57670 -0.071
N -0.95235 1.33227 0.17740 -0.013
C 0.32683 1.72505 2.25138 -0.190
C -0.07146 -2.25057 -1.25197 -0.161
C 1.25010 1.13287 2.99509 0.001
C 0.34078 1.75668 0.74365 -0.294
C -0.56832 -1.36526 -2.35199 -0.281
C 0.10342 -1.91711 0.01842 0.006
H -0.30151 -0.32245 -2.16878 0.103
H 1.22384 1.12960 4.07400 0.050
H -0.12621 -0.90969 0.34798 0.023
H 0.57801 2.78454 0.45409 0.107
H 0.26738 -2.66095 0.78083 0.051
H 2.05895 0.59632 2.51094 0.059
H -1.70678 1.63351 0.77967 0.061
H -1.09243 1.82302 -0.69700 0.064
H -0.50273 2.24714 2.72263 0.096
H 0.09837 -3.26678 -1.58267 0.099
H 1.12045 1.07976 0.39323 0.097
H -1.66329 -1.41525 -2.35499 0.119
H -0.32816 -1.26407 -4.26519 0.075

***

[6]
19
Properties=species:S:1:pos:R:3:lowdin_charge:R:1 method="wB97M-V/def2-TZVPD" lumo_ha=0.009 multiplicity=1 total_charge=0 e_homo_ha=-0.336 largest_force_ha_per_bohr=0.10674 e_above_lowest_kj_mol=0.0
I 3.17578 -1.01900 2.43090 0.822
Cl -0.84495 0.90088 2.87664 0.555
C -1.77290 -0.57503 0.16115 -0.060
C -0.49378 -0.20826 0.47602 -0.177
C 1.71665 0.55685 -0.33528 -0.011
C -1.47564 -0.23703 -2.19696 -0.060
C 0.41730 0.10537 -0.64957 -0.227
C -2.29106 -0.50970 -1.12272 -0.084
C -0.10069 0.07394 -1.93607 -0.027
C 0.28933 -0.11455 1.82825 -0.693
C 1.72418 0.32400 1.72792 -0.703
H 2.00151 1.40408 1.96955 0.073
H 2.63059 0.00543 -0.48237 0.070
H 0.46344 0.41207 -2.77438 0.099
H 0.21013 -1.11985 2.31958 0.083
H -2.53876 -0.67980 0.84618 0.086
H -1.78424 -0.13524 -3.25547 0.112
H 1.92651 1.54936 -0.52232 0.070
H -3.25340 -0.73350 -1.36104 0.073

***

[7]
14
Properties=species:S:1:pos:R:3:lowdin_charge:R:1 method="wB97M-V/def2-TZVPD" lumo_ha=-0.160 multiplicity=1 total_charge=+1 e_homo_ha=-0.443 largest_force_ha_per_bohr=0.08043
Ba -1.44331 -2.53475 0.10230 1.976
O -2.70879 0.41042 -1.80714 0.095
O 0.44105 -1.95153 1.05718 -0.571
O 0.77592 0.16586 1.91392 -0.067
C -1.52190 -0.01675 -1.51703 -0.283
C 0.70301 1.23242 0.95398 -0.121
C -0.42126 0.00093 -0.94837 -0.087
C 0.80872 0.29104 -0.25297 -0.172
C 1.15546 -0.84667 0.98749 -0.473
H 1.64327 0.46825 -0.93973 0.145
H 1.56431 1.90862 1.04390 0.132
H -3.00207 0.11600 -2.68167 0.143
H -0.23736 1.78917 1.05947 0.130
H 2.24294 -1.03300 1.02865 0.154

***

[8]
16
Properties=species:S:1:pos:R:3:lowdin_charge:R:1 method="wB97M-V/def2-TZVPD" lumo_ha=0.012 smiles="O=CNCO.O.O" multiplicity=1 total_charge=0 e_homo_ha=-0.374 largest_force_ha_per_bohr=0.08850 e_above_lowest_kj_mol=119.5
O 1.33819 1.23245 2.12403 -0.062
O 1.20299 -1.39137 0.73858 -0.041
O 0.83893 2.25731 -0.31576 -0.049
O -2.83283 -1.34996 -0.66022 -0.031
N -0.23979 0.18036 -0.61193 0.054
C -0.14201 1.50257 -0.64060 -0.309
C 0.88273 -0.75042 -0.44097 -0.281
H 0.93341 1.60687 1.32475 -0.015
H 2.28424 1.35508 2.04614 0.049
H -3.44784 -1.62578 -0.01859 0.023
H -0.88053 1.93179 -1.32472 0.137
H 1.72572 -0.19782 -0.91509 0.134
H -2.52957 -2.23822 -0.92329 0.069
H 1.37019 -0.67964 1.39068 0.065
H -1.21151 -0.15395 -0.61810 0.101
H 0.70767 -1.67927 -1.15492 0.157